Here is a molecular structure, C39H54I2IrN7O4P2S5 from OMol25. Energies are from ωB97M-V/def2-TZVPD.

Last column: Mulliken spin population.
Positions of all 114 atoms, in Å:
H1 -3.74 -2.48 3.47  0.000
O1 1.79 0.50 2.94  0.157
H2 1.66 0.43 -5.06  0.000
S1 3.79 1.96 0.91  0.474
H3 2.27 6.58 -3.43  0.001
H4 -3.96 2.08 1.05  0.000
C1 2.67 -1.07 4.53  0.009
I1 3.44 -0.67 8.78  0.000
H5 -2.58 -3.68 4.12  0.000
S2 1.55 3.88 0.24  0.017
C2 1.56 4.62 -1.35  -0.003
H6 -1.48 2.48 -5.97  0.000
Ir1 2.69 0.05 1.21  2.617
C3 -1.27 1.05 1.23  -0.013
H7 -4.23 -1.87 5.77  0.000
P1 -1.35 -1.51 2.05  0.000
H8 4.04 -1.88 2.22  -0.009
S3 -0.85 -1.32 -1.78  0.009
C4 3.32 -0.26 6.70  0.023
C5 4.18 3.80 -3.91  0.006
H9 5.46 3.45 -5.57  0.000
H10 -3.88 2.56 2.73  0.000
H11 -0.79 -4.21 1.74  0.000
H12 -1.84 3.10 0.98  0.001
C6 3.00 1.08 6.32  -0.008
H13 3.63 0.60 -1.67  -0.022
H14 4.42 -0.99 -3.56  0.001
C7 -2.66 -4.95 0.79  0.000
H15 1.59 -3.02 1.26  -0.022
O2 0.11 -1.45 1.76  0.057
C8 2.40 1.32 5.10  0.024
C9 3.22 4.66 -3.24  -0.007
N1 3.33 3.06 -1.50  0.100
C10 3.05 -2.34 -0.19  0.048
H16 -0.39 2.91 -4.60  0.000
C11 -3.62 -4.12 -0.07  0.000
C12 -1.94 2.33 1.76  -0.002
H17 0.30 2.37 -6.09  0.000
H18 -0.23 0.90 1.57  0.047
C13 4.63 5.44 -5.59  0.004
C14 -4.40 0.05 -3.49  0.000
H19 1.04 0.70 -3.41  -0.001
H20 -4.16 1.76 -2.17  0.000
N2 -1.73 -1.86 3.67  -0.003
C15 2.69 -2.87 1.16  -0.026
H21 -0.18 -1.32 4.89  -0.002
C16 0.82 0.27 -4.38  0.000
H22 -1.45 2.71 2.71  0.000
C17 -1.46 -4.02 0.92  0.000
C18 2.89 2.85 -0.28  -0.005
H23 -2.76 -0.02 5.85  0.000
O3 -1.50 0.52 -3.91  0.000
C19 -3.39 -2.67 0.43  0.000
C20 2.27 0.21 4.17  0.098
H24 1.53 -2.54 3.50  -0.001
H25 -5.28 0.36 -5.39  0.000
H26 -4.69 -1.29 -5.16  0.000
C21 3.69 6.29 -5.02  -0.003
H27 -3.28 -4.11 -1.11  0.000
C22 4.80 4.16 -5.08  -0.002
H28 -3.25 -2.01 -0.44  0.000
H29 5.14 5.69 -6.51  0.000
C23 4.17 -2.74 -2.28  0.029
C24 3.64 -0.50 -1.59  0.036
H30 -3.31 1.85 -3.73  0.000
H31 -3.53 0.12 -5.50  0.000
H32 -5.11 2.04 -3.62  0.000
H33 -5.30 -0.31 -2.98  0.000
C25 -0.55 2.19 -5.41  0.000
H34 -4.16 -2.23 1.07  0.000
I2 1.36 3.11 4.83  0.005
O4 -3.39 -0.66 -2.77  0.000
H35 -2.97 -2.98 6.22  0.000
N3 -2.11 -2.71 1.18  0.001
C26 -1.20 -0.94 4.66  0.002
H36 4.39 2.79 -3.53  0.002
H37 4.63 -3.37 -3.05  0.001
N4 3.02 -1.88 2.21  0.276
C27 -0.49 0.74 -4.95  0.000
S4 -2.02 -2.21 -4.91  0.001
H38 -3.10 -5.02 1.80  0.000
C28 4.04 -1.38 -2.59  -0.003
H39 -1.05 0.05 4.18  0.002
N5 2.64 4.17 -2.07  0.016
H40 3.23 -3.04 3.96  0.004
H41 -1.74 -1.03 6.86  0.000
H42 3.77 -4.26 -0.81  -0.002
H43 3.59 -2.32 6.09  -0.001
C29 -3.45 0.44 2.21  0.000
H44 3.49 7.26 -5.49  0.000
C30 -4.22 1.54 -3.23  0.000
C31 2.57 -2.21 3.58  -0.015
N6 3.10 -1.02 -0.41  0.083
H45 3.17 1.86 7.00  0.000
H46 -3.55 0.15 3.24  0.000
H47 -2.39 -5.95 0.37  0.000
C32 -3.39 1.93 1.97  0.000
H48 -4.68 -4.41 -0.11  0.000
C33 -3.18 -2.14 5.60  0.000
H49 -0.77 0.10 -5.80  0.000
H50 -0.87 -3.91 -0.03  -0.001
C34 -2.86 -2.63 4.15  0.000
C35 -2.18 -0.98 5.85  0.001
P2 -1.89 -0.95 -3.39  0.000
H51 0.75 -0.83 -4.20  0.000
N7 -2.13 -0.06 1.66  -0.001
C36 3.03 5.94 -3.83  0.005
C37 3.27 -1.30 5.80  -0.010
H52 -1.31 1.11 0.11  -0.003
H53 3.23 -3.83 1.29  0.004
C38 3.62 -3.22 -1.10  -0.002
S5 0.38 5.73 -1.78  0.006
H54 -4.31 -0.06 1.71  0.000
C39 -4.45 -0.25 -4.98  0.000

- E: -151732.422 eV
- Multiplicity: 5